DFT (wB97M-V/def2-TZVPD) results for a structure of composition C62H47IMoN7O4Se at a distorted geometry.

Its net charge is +1. The HOMO energy (alpha / beta) comes out at -9.7721 / -10.1290 eV. For the HOMO-LUMO gap (alpha / beta), the calculation gives 6.50 / 6.67 eV. The value obtained for the calculated total energy is -5842.3281 Eh. The calculation puts the LUMO energy (alpha / beta) at -3.27 / -3.46 eV. As for the expectation value of S²: 2.013. The maximum force comes out at 0.06945 hartree/bohr. The calculation puts the energy above the lowest of the compared OMol25 structures with the same formula, charge and spin at 38.09 kJ/mol. Its spin multiplicity is 3.

XYZ file:
```
123
Properties=species:S:1:pos:R:3:forces:R:3
Mo 0.268 -0.821 0.255 1.89 -1.25 -1.87
O 0.921 0.589 1.128 0.82 2.36 2.29
C 1.007 1.725 1.962 -0.23 0.77 0.32
C -0.149 2.690 1.600 0.14 -0.44 -0.02
C -1.498 2.093 1.915 -0.15 0.20 0.10
C -2.358 2.722 2.808 -0.05 -0.06 0.02
C -3.607 2.169 3.037 0.05 0.00 -0.04
C -3.959 1.005 2.375 -0.05 0.04 -0.03
C -3.045 0.422 1.506 -0.19 0.08 0.13
C -3.389 -0.843 0.763 0.39 -0.25 0.23
C -2.499 -2.063 1.187 -0.53 0.45 -0.16
O -1.131 -1.692 1.039 -2.35 -1.91 1.89
C -2.861 -2.356 2.650 0.18 0.04 -0.04
C -3.828 -3.312 2.954 -0.03 0.02 0.01
C -4.278 -3.475 4.256 -0.04 -0.01 0.03
C -3.760 -2.697 5.281 -0.03 0.00 -0.01
C -2.796 -1.746 4.987 0.03 0.02 0.01
C -2.358 -1.573 3.683 0.05 -0.04 0.02
C -2.807 -3.302 0.347 0.45 0.27 -0.18
C -1.994 -4.417 0.540 -0.05 -0.03 -0.07
C -2.186 -5.566 -0.207 0.10 0.01 0.04
C -3.205 -5.622 -1.150 0.04 -0.04 -0.09
C -4.032 -4.528 -1.326 -0.05 -0.02 -0.16
C -3.833 -3.369 -0.586 0.04 0.11 0.02
N -1.846 0.964 1.296 0.13 -0.01 -0.34
C 2.391 2.354 1.790 -0.10 -0.05 -0.13
C 3.495 1.513 1.892 0.01 0.02 0.01
C 4.779 2.001 1.722 -0.02 -0.07 -0.04
C 4.979 3.355 1.485 0.00 0.05 -0.01
C 3.889 4.210 1.452 0.05 0.05 -0.05
C 2.600 3.712 1.592 -0.07 -0.01 0.01
C 0.874 1.383 3.459 0.15 -0.31 -0.19
C 1.179 2.356 4.411 -0.05 -0.03 -0.03
C 1.170 2.046 5.760 -0.03 0.09 0.02
C 0.850 0.763 6.185 0.02 -0.06 0.03
C 0.494 -0.193 5.250 -0.02 0.02 0.00
C 0.502 0.124 3.897 0.03 0.09 -0.04
H -0.060 2.923 0.536 0.00 0.09 0.00
H -0.041 3.604 2.181 0.00 0.03 -0.07
H -2.056 3.634 3.305 0.03 0.00 0.01
H -4.301 2.647 3.715 0.00 -0.01 0.02
H -4.937 0.564 2.518 0.03 -0.07 0.03
H -3.277 -0.685 -0.309 -0.03 0.04 -0.10
H -4.427 -1.098 0.975 -0.01 0.00 -0.09
H -4.245 -3.932 2.171 -0.02 0.00 0.04
H -5.046 -4.208 4.465 0.03 -0.03 0.02
H -4.113 -2.824 6.296 0.00 -0.01 0.00
H -2.388 -1.116 5.769 -0.01 -0.02 0.01
H -1.631 -0.804 3.479 -0.11 -0.03 -0.07
H -1.215 -4.376 1.293 0.04 0.02 -0.03
H -1.536 -6.419 -0.055 -0.03 -0.02 0.01
H -3.345 -6.512 -1.750 -0.03 -0.01 0.05
H -4.836 -4.571 -2.052 -0.01 0.01 0.02
H -4.496 -2.525 -0.740 0.04 -0.05 -0.02
H 3.344 0.469 2.130 -0.02 -0.07 -0.08
H 5.621 1.323 1.784 0.01 0.01 -0.01
H 5.979 3.741 1.340 0.01 0.01 0.05
H 4.039 5.272 1.304 -0.01 0.00 -0.03
H 1.767 4.400 1.536 0.02 -0.02 -0.04
H 1.448 3.357 4.096 0.08 0.00 0.01
H 1.426 2.807 6.485 0.01 0.00 0.00
H 0.891 0.511 7.236 -0.07 0.02 0.01
H 0.213 -1.191 5.562 0.02 0.00 0.01
H 0.213 -0.621 3.174 0.10 -0.01 -0.01
I 2.165 -2.359 2.029 0.44 0.23 -0.46
C 3.697 -1.765 0.646 -0.25 -0.22 0.52
C 4.963 -2.077 1.053 -0.15 -0.06 0.11
C 6.055 -1.768 0.226 0.06 0.05 -0.11
C 5.825 -1.194 -0.989 0.05 0.00 0.10
C 4.514 -0.879 -1.417 -0.18 0.00 0.08
C 4.318 -0.325 -2.701 -0.02 0.05 -0.10
C 3.059 -0.063 -3.144 0.16 -0.04 -0.02
C 1.957 -0.290 -2.297 -0.04 -0.09 0.16
C 2.055 -0.767 -1.004 0.51 -0.10 -0.60
C 3.379 -1.126 -0.579 0.05 -0.01 0.00
H 5.124 -2.571 2.001 0.04 0.02 0.00
H 7.057 -2.004 0.556 0.01 -0.01 -0.03
H 6.646 -0.973 -1.659 0.01 0.01 0.01
H 5.187 -0.135 -3.321 -0.01 0.00 -0.03
H 2.894 0.334 -4.138 0.01 0.02 0.01
H 0.994 -0.044 -2.723 -0.04 0.09 0.06
Se -3.411 -3.643 -5.939 -0.04 -0.08 -0.07
N -3.438 -2.105 -5.068 -0.02 0.35 0.14
C -2.512 -2.159 -4.144 -0.15 -0.34 -0.31
C -2.216 -1.067 -3.242 0.42 -0.10 0.52
C -2.828 0.176 -3.336 0.10 0.27 0.20
C -2.404 1.181 -2.488 -0.23 -0.11 -0.41
C -1.426 0.910 -1.553 0.37 0.05 0.37
N -0.895 -0.303 -1.361 -1.03 0.04 -1.53
C -1.254 -1.289 -2.240 -0.68 0.92 0.02
C -0.574 -2.549 -2.123 0.37 -1.16 0.02
N 0.274 -2.685 -1.083 -0.36 -0.05 -0.55
C 1.024 -3.776 -1.037 0.24 -0.06 0.30
C 0.968 -4.795 -1.975 -0.19 -0.09 -0.20
C 0.051 -4.708 -2.998 0.09 -0.03 0.07
C -0.746 -3.573 -3.073 0.10 0.49 0.50
C -1.764 -3.386 -4.079 -0.40 -0.05 -0.43
N -2.094 -4.299 -4.958 0.23 -0.12 0.15
H -3.591 0.344 -4.084 0.00 -0.03 -0.02
H -2.805 2.180 -2.559 0.03 0.09 0.01
H -1.026 1.691 -0.932 -0.02 0.04 0.13
H 1.725 -3.855 -0.218 -0.06 0.06 0.02
H 1.625 -5.648 -1.884 0.03 0.02 0.04
H -0.055 -5.484 -3.743 -0.03 -0.01 0.01
O -2.176 4.580 -3.699 -0.03 -0.20 0.14
C -1.157 5.558 -3.815 0.16 0.01 -0.06
N -0.264 5.332 -4.915 -0.15 -0.01 0.00
C 0.955 4.707 -4.948 -0.02 0.02 -0.05
O 1.603 4.683 -5.975 0.01 -0.01 0.05
C 1.498 4.087 -3.696 -0.05 -0.16 0.01
C 2.858 4.240 -3.440 -0.01 0.01 -0.01
C 3.408 3.613 -2.340 -0.03 0.09 -0.11
C 2.579 2.848 -1.534 0.04 -0.16 0.06
N 1.283 2.666 -1.775 -0.17 0.11 -0.12
C 0.761 3.265 -2.848 0.17 0.14 0.05
H -2.708 4.583 -4.502 -0.01 0.07 -0.02
H -0.603 5.525 -2.880 -0.01 0.01 0.00
H -1.595 6.552 -3.927 -0.01 -0.03 -0.01
H -0.542 5.688 -5.818 0.09 0.05 -0.03
H 3.460 4.834 -4.115 0.00 0.00 -0.01
H 4.462 3.707 -2.118 -0.01 -0.02 0.07
H 2.973 2.335 -0.665 0.06 -0.02 -0.05
H -0.284 3.057 -3.049 -0.07 0.11 -0.02
```
Positions in Å, forces in eV/Å.

Here are the Mulliken charges for atoms 1 to 99, given in e: atom 1 (Mo): -0.727, atom 2 (O): 1.238, atom 3 (C): 0.848, atom 4 (C): -1.649, atom 5 (C): 0.087, atom 6 (C): -0.941, atom 7 (C): -1.273, atom 8 (C): -0.754, atom 9 (C): -0.399, atom 10 (C): -1.298, atom 11 (C): 1.851, atom 12 (O): 0.041, atom 13 (C): 0.728, atom 14 (C): -0.626, atom 15 (C): -0.944, atom 16 (C): -0.857, atom 17 (C): -0.926, atom 18 (C): 0.087, atom 19 (C): -0.608, atom 20 (C): 0.283, atom 21 (C): -0.919, atom 22 (C): -0.649, atom 23 (C): -1.081, atom 24 (C): 0.371, atom 25 (N): 0.982, atom 26 (C): -0.071, atom 27 (C): -0.128, atom 28 (C): -0.759, atom 29 (C): -0.775, atom 30 (C): -0.907, atom 31 (C): 0.540, atom 32 (C): 0.053, atom 33 (C): -0.500, atom 34 (C): -1.013, atom 35 (C): -0.951, atom 36 (C): -1.092, atom 37 (C): 0.325, atom 38 (H): 0.001, atom 39 (H): 0.950, atom 40 (H): 0.564, atom 41 (H): 0.475, atom 42 (H): 0.571, atom 43 (H): -0.015, atom 44 (H): 0.942, atom 45 (H): 0.450, atom 46 (H): 0.453, atom 47 (H): 0.427, atom 48 (H): 0.596, atom 49 (H): -0.473, atom 50 (H): 0.473, atom 51 (H): 0.446, atom 52 (H): 0.442, atom 53 (H): 0.463, atom 54 (H): 0.478, atom 55 (H): 0.421, atom 56 (H): 0.483, atom 57 (H): 0.437, atom 58 (H): 0.446, atom 59 (H): 0.406, atom 60 (H): 0.457, atom 61 (H): 0.474, atom 62 (H): 0.436, atom 63 (H): 0.647, atom 64 (H): 0.422, atom 65 (I): 0.381, atom 66 (C): 0.080, atom 67 (C): -0.586, atom 68 (C): -0.918, atom 69 (C): -0.922, atom 70 (C): 1.109, atom 71 (C): -1.202, atom 72 (C): -1.312, atom 73 (C): -0.204, atom 74 (C): 1.939, atom 75 (C): -0.281, atom 76 (H): 0.497, atom 77 (H): 0.411, atom 78 (H): 0.441, atom 79 (H): 0.435, atom 80 (H): 0.491, atom 81 (H): 0.482, atom 82 (Se): 0.277, atom 83 (N): -0.900, atom 84 (C): 0.626, atom 85 (C): 0.762, atom 86 (C): -0.872, atom 87 (C): -1.464, atom 88 (C): -0.581, atom 89 (N): 1.973, atom 90 (C): -0.543, atom 91 (C): -0.735, atom 92 (N): 1.607, atom 93 (C): -0.410, atom 94 (C): -1.469, atom 95 (C): -0.538, atom 96 (C): 0.681, atom 97 (C): 0.612, atom 98 (N): -0.915, atom 99 (H): 0.642

DFT (wB97M-V/def2-TZVPD) results for a structure of composition C62H50FGeN2P3PtSe.

Its net charge is +2. The HOMO energy comes out at -11.8832 eV. For the HOMO-LUMO gap, the calculation gives 5.49 eV. The value obtained for the calculated total energy is -8223.4233 Eh. The calculation puts the LUMO energy at -6.39 eV. The maximum force comes out at 0.01350 hartree/bohr. Its spin multiplicity is 1.

XYZ file:
```
121
Properties=species:S:1:pos:R:3:forces:R:3
Pt 0.846 -0.057 0.276 0.46 -0.52 -0.01
F 4.237 1.615 2.924 0.00 -0.01 -0.04
Ge 3.050 1.107 1.701 0.18 0.14 0.01
C 2.878 -0.728 2.435 -0.11 0.09 0.01
C 4.140 -1.249 2.735 -0.01 -0.02 0.00
C 4.281 -2.503 3.304 -0.01 0.00 0.00
C 3.157 -3.265 3.601 0.02 0.01 -0.01
C 1.899 -2.773 3.311 0.02 -0.01 -0.03
C 1.749 -1.515 2.717 -0.10 -0.06 0.04
P 0.091 -0.816 2.438 -0.07 0.41 -0.06
C -1.104 -2.152 2.240 0.00 -0.01 -0.04
C -2.444 -1.949 2.566 0.06 0.03 0.01
C -3.383 -2.927 2.282 0.05 -0.07 0.05
C -3.001 -4.103 1.653 0.02 -0.01 -0.01
C -1.673 -4.299 1.303 -0.02 0.00 0.00
C -0.729 -3.327 1.589 -0.03 -0.04 0.05
C -0.294 0.055 3.978 0.07 0.03 0.03
C 0.151 1.365 4.144 -0.04 0.01 -0.02
C 0.004 2.008 5.363 -0.02 -0.02 0.01
C -0.589 1.343 6.427 0.02 0.02 0.00
C -1.017 0.032 6.274 -0.01 -0.02 0.00
C -0.865 -0.617 5.058 0.01 -0.05 -0.01
C 2.020 2.788 1.715 -0.02 -0.04 -0.07
C 2.471 3.759 2.613 0.03 -0.01 -0.01
C 1.946 5.042 2.605 -0.02 0.01 -0.01
C 0.959 5.391 1.694 0.01 0.00 0.01
C 0.488 4.440 0.808 -0.01 -0.02 0.04
C 1.013 3.143 0.814 -0.08 0.05 0.02
P 0.198 1.993 -0.319 -0.11 -0.13 0.40
C -1.564 2.234 0.036 0.00 -0.03 -0.05
C -1.980 2.025 1.352 -0.06 0.01 -0.03
C -3.277 2.318 1.732 0.04 0.06 0.00
C -4.174 2.822 0.799 0.01 0.03 -0.01
C -3.770 3.022 -0.512 -0.04 -0.02 0.03
C -2.468 2.731 -0.898 0.01 0.05 0.01
C 0.487 2.555 -1.991 0.02 -0.05 -0.04
C -0.294 2.045 -3.033 0.02 -0.01 -0.04
C -0.195 2.603 -4.294 0.06 -0.05 -0.03
C 0.699 3.641 -4.531 0.01 -0.03 -0.03
C 1.515 4.110 -3.512 0.02 0.00 0.00
C 1.411 3.570 -2.239 0.02 -0.03 0.03
C 4.244 1.056 0.144 -0.02 -0.09 -0.03
C 5.499 1.637 0.331 0.01 -0.01 0.05
C 6.507 1.482 -0.610 0.01 -0.01 -0.02
C 6.293 0.703 -1.737 0.01 0.00 0.00
C 5.050 0.131 -1.950 -0.05 0.05 -0.02
C 4.012 0.343 -1.038 0.02 -0.02 0.03
P 2.415 -0.428 -1.358 -0.34 0.27 -0.32
C 2.608 -2.189 -0.967 0.01 0.01 0.10
C 3.810 -2.644 -0.415 -0.01 -0.05 0.00
C 3.982 -3.990 -0.139 0.01 0.03 0.01
C 2.961 -4.893 -0.401 -0.02 0.00 -0.01
C 1.754 -4.445 -0.919 0.00 -0.04 0.05
C 1.568 -3.099 -1.188 -0.14 0.02 0.08
C 2.037 -0.278 -3.124 0.09 -0.05 -0.03
C 1.081 -1.123 -3.690 -0.05 -0.02 -0.01
C 0.860 -1.114 -5.056 -0.03 0.03 -0.02
C 1.577 -0.253 -5.875 -0.04 0.02 0.00
C 2.482 0.633 -5.313 0.00 0.05 0.02
C 2.709 0.629 -3.945 -0.04 0.05 0.04
H 5.027 -0.657 2.544 0.00 0.00 0.00
H 5.269 -2.880 3.535 0.00 0.00 0.00
H 3.262 -4.234 4.071 0.00 0.00 0.00
H 1.026 -3.360 3.562 -0.01 0.00 0.01
H -2.758 -1.027 3.039 0.00 0.02 0.05
H -4.419 -2.777 2.561 0.04 -0.03 0.04
H -3.737 -4.866 1.438 0.00 -0.01 0.00
H -1.370 -5.213 0.809 0.00 0.01 0.00
H 0.303 -3.492 1.312 0.05 0.00 -0.06
H 0.622 1.892 3.324 -0.09 -0.02 0.04
H 0.354 3.025 5.480 0.00 0.00 -0.01
H -0.708 1.843 7.379 0.00 0.00 0.00
H -1.463 -0.494 7.108 0.00 0.00 -0.01
H -1.177 -1.649 4.964 -0.03 -0.02 -0.02
H 3.244 3.505 3.324 0.01 0.00 -0.01
H 2.313 5.773 3.313 0.00 0.00 0.00
H 0.551 6.392 1.680 0.00 0.00 0.00
H -0.304 4.701 0.116 0.00 0.00 0.00
H -1.283 1.659 2.089 0.03 0.01 0.05
H -3.581 2.170 2.761 0.00 0.00 0.01
H -5.185 3.071 1.097 0.00 0.00 0.00
H -4.463 3.425 -1.239 0.00 0.00 0.00
H -2.165 2.923 -1.917 -0.04 0.02 0.05
H -0.988 1.231 -2.845 0.03 -0.04 -0.01
H -0.814 2.227 -5.098 0.00 -0.01 -0.01
H 0.764 4.081 -5.518 0.00 0.00 0.00
H 2.221 4.908 -3.701 0.00 0.00 0.00
H 2.030 3.957 -1.440 0.00 0.01 0.00
H 5.699 2.189 1.240 0.00 0.00 -0.01
H 7.472 1.944 -0.445 -0.01 0.01 0.00
H 7.091 0.538 -2.448 -0.01 0.00 0.00
H 4.895 -0.490 -2.822 -0.04 0.02 -0.05
H 4.618 -1.954 -0.214 0.00 0.01 -0.01
H 4.921 -4.335 0.273 0.00 0.00 0.00
H 3.104 -5.947 -0.198 0.00 0.00 0.00
H 0.951 -5.144 -1.114 -0.01 0.00 0.00
H 0.603 -2.773 -1.560 0.06 -0.07 0.13
H 0.486 -1.786 -3.079 0.06 0.09 -0.12
H 0.129 -1.790 -5.481 0.01 0.01 0.00
H 1.420 -0.263 -6.946 0.00 0.00 0.01
H 3.019 1.333 -5.939 0.01 0.00 0.00
H 3.404 1.342 -3.530 0.09 0.00 0.06
C -4.702 -0.530 0.381 -0.09 0.02 -0.05
N -4.719 -1.054 -0.968 -0.03 0.04 0.08
C -3.639 -1.370 -1.705 0.03 -0.01 -0.07
Se -1.857 -1.232 -1.250 0.15 -0.02 -0.08
N -4.088 -1.833 -2.891 0.00 0.02 0.00
C -5.479 -1.821 -2.929 0.00 -0.02 0.03
C -6.395 -2.194 -3.898 0.01 0.00 0.00
C -7.734 -2.047 -3.576 0.00 0.00 0.00
C -8.139 -1.549 -2.334 -0.01 0.00 0.00
C -7.220 -1.178 -1.367 0.00 0.00 0.00
C -5.881 -1.324 -1.694 -0.01 -0.02 0.00
H -3.691 -0.201 0.610 -0.04 -0.04 -0.02
H -5.010 -1.300 1.090 -0.01 0.09 -0.11
H -5.384 0.316 0.446 0.01 0.00 -0.03
H -3.463 -2.147 -3.613 0.00 0.00 -0.01
H -6.085 -2.583 -4.858 0.00 0.00 0.00
H -8.485 -2.327 -4.302 0.00 0.00 0.00
H -9.196 -1.454 -2.124 0.00 0.00 0.00
H -7.537 -0.800 -0.405 0.00 0.00 0.00
```
Positions in Å, forces in eV/Å.

Here are the Mulliken charges for atoms 1 to 99, given in e: atom 1 (Pt): 0.131, atom 2 (F): -0.523, atom 3 (Ge): 2.900, atom 4 (C): -0.471, atom 5 (C): -0.703, atom 6 (C): -0.961, atom 7 (C): -1.077, atom 8 (C): -0.285, atom 9 (C): 0.579, atom 10 (P): 2.466, atom 11 (C): 1.074, atom 12 (C): -1.245, atom 13 (C): -0.961, atom 14 (C): -0.971, atom 15 (C): -1.033, atom 16 (C): -0.833, atom 17 (C): 1.019, atom 18 (C): -0.427, atom 19 (C): -1.034, atom 20 (C): -0.727, atom 21 (C): -0.852, atom 22 (C): -0.919, atom 23 (C): -1.665, atom 24 (C): -0.360, atom 25 (C): -0.922, atom 26 (C): -0.854, atom 27 (C): -0.522, atom 28 (C): 0.224, atom 29 (P): 3.488, atom 30 (C): 0.811, atom 31 (C): -0.530, atom 32 (C): -0.403, atom 33 (C): -1.070, atom 34 (C): -0.656, atom 35 (C): -0.884, atom 36 (C): 0.497, atom 37 (C): -0.220, atom 38 (C): -0.827, atom 39 (C): -0.886, atom 40 (C): -0.854, atom 41 (C): -1.155, atom 42 (C): -0.555, atom 43 (C): -0.472, atom 44 (C): -0.896, atom 45 (C): -0.988, atom 46 (C): -0.027, atom 47 (C): -0.048, atom 48 (P): 1.578, atom 49 (C): 1.339, atom 50 (C): -1.177, atom 51 (C): -0.791, atom 52 (C): -0.783, atom 53 (C): -1.048, atom 54 (C): 0.305, atom 55 (C): 1.294, atom 56 (C): -0.249, atom 57 (C): -1.075, atom 58 (C): -0.773, atom 59 (C): -1.052, atom 60 (C): -0.318, atom 61 (H): 0.554, atom 62 (H): 0.504, atom 63 (H): 0.478, atom 64 (H): 0.540, atom 65 (H): 0.508, atom 66 (H): 0.695, atom 67 (H): 0.458, atom 68 (H): 0.490, atom 69 (H): 0.571, atom 70 (H): 0.596, atom 71 (H): 0.521, atom 72 (H): 0.435, atom 73 (H): 0.476, atom 74 (H): 0.457, atom 75 (H): 0.602, atom 76 (H): 0.489, atom 77 (H): 0.479, atom 78 (H): 0.565, atom 79 (H): -0.032, atom 80 (H): 0.496, atom 81 (H): 0.481, atom 82 (H): 0.513, atom 83 (H): 0.548, atom 84 (H): 0.471, atom 85 (H): 0.504, atom 86 (H): 0.452, atom 87 (H): 0.467, atom 88 (H): 0.471, atom 89 (H): 0.563, atom 90 (H): 0.465, atom 91 (H): 0.490, atom 92 (H): 0.648, atom 93 (H): 0.262, atom 94 (H): 0.504, atom 95 (H): 0.432, atom 96 (H): 0.538, atom 97 (H): -0.411, atom 98 (H): 0.020, atom 99 (H): 0.496